No. 1
This record from the OMol25 dataset describes C21H26F5N7O9STeTi as an isolated structure. The level of theory is wB97M-V/def2-TZVPD.

Structure (XYZ):
```
71
C21H26F5N7O9STeTi | the OMol25 dataset | wB97M-V/def2-TZVPD
Ti -19.0838 -3.7702 -5.4428
O -16.1839 -2.6512 -6.5573
C -16.1960 -2.4687 -7.9471
C -16.8787 -1.2160 -8.3222
N -18.2054 -1.0531 -8.3396
C -19.2013 -2.0413 -8.9444
C -19.1489 -3.5646 -8.6085
O -19.1375 -4.4613 -9.4545
O -19.0367 -3.9223 -7.3220
C -18.8771 0.0926 -7.7097
C -18.0013 1.2911 -6.9113
O -18.6901 2.2588 -6.6297
O -18.8377 -1.9922 -5.6300
H -16.9468 -2.1245 -6.1856
H -16.5785 -3.3898 -8.4765
H -15.1158 -2.2911 -8.2242
H -16.2208 -0.3822 -8.5408
H -16.4883 0.2560 -6.3844
H -19.0759 -1.9195 -10.0405
H -20.2341 -1.6527 -8.7181
H -19.5220 -0.2975 -6.8996
H -19.5649 0.6813 -8.3186
N -27.6896 -4.1393 -7.5608
C -26.4600 -3.9657 -7.0247
C -26.2887 -4.0881 -5.6441
C -25.0596 -3.8915 -5.0498
C -23.9902 -3.4735 -5.8426
C -24.0793 -3.4872 -7.2476
C -25.2956 -3.7418 -7.8211
S -22.5383 -2.9429 -5.0208
O -22.1624 -1.7674 -5.7298
O -22.8385 -2.9109 -3.5919
N -21.2961 -4.1227 -5.3626
C -21.4414 -5.4694 -4.9248
N -22.5504 -6.0311 -4.5525
C -22.4477 -7.2737 -4.0559
C -21.2773 -8.0400 -4.0322
C -20.1545 -7.4271 -4.6179
N -20.2367 -6.1282 -4.9946
H -28.4994 -4.0379 -6.9337
H -27.8479 -3.7909 -8.4994
H -27.1480 -4.3862 -4.9862
H -24.9449 -4.1652 -3.9954
H -23.1944 -3.3224 -7.8361
H -25.4115 -3.7116 -8.9355
H -23.4148 -7.6132 -3.6221
H -21.2467 -9.0503 -3.6428
H -19.2076 -7.9234 -4.7681
F -19.2644 -0.9121 -1.8033
Te -17.8007 -1.5414 -2.9505
F -17.0119 0.3092 -2.7543
F -15.8448 -1.8853 -3.1458
F -17.3699 -2.4710 -1.3922
F -18.7102 -3.6869 -3.5045
O -16.7161 1.1412 -6.6820
N -17.2227 -4.9864 -5.2719
C -16.3091 -5.0977 -4.5180
N -15.4591 -5.1096 -3.5471
C -14.0391 -5.3066 -3.7418
C -13.4707 -6.3604 -2.7801
O -13.8464 -6.1571 -1.4095
C -15.2968 -6.1127 -1.3608
C -15.8887 -4.9367 -2.1317
H -13.5229 -4.3676 -3.5565
H -13.8283 -5.5968 -4.7832
H -12.3851 -6.2585 -2.7248
H -13.7580 -7.4029 -3.1051
H -15.6068 -6.0456 -0.3221
H -15.7041 -7.0564 -1.7713
H -15.5534 -3.9612 -1.7979
H -16.9859 -4.8556 -2.1504
```

Summary:
total energy: -105888.230 eV
LUMO level: -2.79 eV
gap between HOMO and LUMO: 5.16 eV
HOMO energy: -0.292 Ha


No. 2
This record from the OMol25 dataset describes C23H17Cl3N3O5PtSe as an isolated structure. The level of theory is wB97M-V/def2-TZVPD.

Structure (XYZ):
```
53
C23H17Cl3N3O5PtSe | the OMol25 dataset | wB97M-V/def2-TZVPD
Pt 0.3593 -0.0787 -0.9624
N 3.2055 -0.2018 -0.9594
C 3.6061 1.1017 -1.1512
C 4.8835 1.4233 -1.5557
C 5.3081 2.7528 -1.6956
C 4.4654 3.7871 -1.4068
C 3.1323 3.5072 -1.0309
C 2.2197 4.5425 -0.7292
C 0.9288 4.2429 -0.4199
C 0.5263 2.8971 -0.4662
N 1.3460 1.9080 -0.7313
C 2.6707 2.1720 -0.9591
H 2.7525 -0.3464 -0.0574
H 3.9355 -0.8816 -1.1078
H 5.5895 0.6169 -1.7139
H 6.3298 2.9505 -1.9944
H 4.7922 4.8175 -1.4613
H 2.5680 5.5683 -0.7501
H 0.2039 5.0070 -0.1780
H -0.5094 2.6282 -0.3048
Se -1.2171 0.4440 -2.6620
C -2.8565 -0.3708 -2.1046
C -3.4231 -0.1414 -0.8580
C -4.6617 -0.6949 -0.5771
N -5.3501 -1.4606 -1.4234
C -4.7848 -1.6931 -2.6059
C -3.5620 -1.1725 -2.9958
H -2.9066 0.4512 -0.1151
H -5.1216 -0.5173 0.3873
H -5.3451 -2.3253 -3.2876
H -3.1632 -1.3927 -3.9772
Cl 1.6854 -1.9032 3.8215
C 1.9234 -0.1485 3.6926
Cl 3.1226 0.3598 4.8903
Cl 0.3832 0.6779 4.0530
C 2.3742 0.1794 2.2071
O 3.5396 0.5081 2.0395
O 1.4410 0.0419 1.3802
O -2.5841 -4.2886 -0.3195
C -2.4688 -3.3292 0.6445
C -3.5255 -3.0479 1.5017
C -3.4045 -2.0560 2.4638
C -2.2379 -1.3138 2.5454
C -1.1889 -1.5938 1.6776
C -1.2731 -2.6150 0.7410
C -0.0566 -3.0245 -0.0609
O 0.3665 -4.1590 0.0513
O 0.5199 -2.1219 -0.7995
H -3.4557 -4.6890 -0.2450
H -4.4516 -3.6057 1.4026
H -4.2343 -1.8553 3.1312
H -2.1276 -0.5313 3.2854
H -0.2691 -1.0257 1.7507
```

Summary:
multiplicity: 3
total energy: -144997.396 eV
LUMO level (spin up / spin down): 2.11 / 1.03 eV
gap between HOMO and LUMO (spin up / spin down): 6.73 / 6.63 eV
HOMO energy (spin up / spin down): -0.170 / -0.206 Ha
total charge: -1
⟨S²⟩: 2.01


No. 3
This record from the OMol25 dataset describes an isolated ion of composition C4H9IN2 and charge +2. The level of theory is wB97M-V/def2-TZVPD.

Structure (XYZ):
```
16
C4H9IN2 | the OMol25 dataset | wB97M-V/def2-TZVPD
N 0.8395 2.5208 0.3485
C 0.5475 1.0785 -0.0647
C -0.2118 0.0036 0.0112
C -1.3090 -0.6625 0.6772
N -1.3216 -2.2088 0.2600
I -3.2226 0.2857 -0.1214
C 0.7819 0.0651 -1.1579
H 1.4138 2.3807 1.2043
H -0.0177 2.9043 0.7637
H 1.3758 2.8578 -0.4998
H -1.3660 -0.6015 1.7709
H -2.2807 -2.5537 0.3046
H -1.2307 -2.4648 -0.7887
H -0.8581 -2.8993 0.9065
H 1.6918 -0.3121 -1.2004
H 0.3239 0.1906 -2.0790
```

Summary:
SMILES string: [NH3+]C1=C([C@H]([NH3+])I)C1
total energy: -15353.418 eV
LUMO level: -8.53 eV
gap between HOMO and LUMO: 8.86 eV
HOMO energy: -0.639 Ha
total charge: +2


No. 4
This record from the OMol25 dataset describes a single C3H6N2O2 molecule. The level of theory is wB97M-V/def2-TZVPD.

Structure (XYZ):
```
13
C3H6N2O2 | the OMol25 dataset | wB97M-V/def2-TZVPD
N -1.0460 1.6850 -0.5860
C -0.9401 0.3932 -1.0974
O -1.8241 -0.0333 -1.8256
N 0.1031 -0.4163 -0.7443
C 0.9928 -0.2215 0.3836
C 0.6406 -1.2741 1.4382
O 1.4999 -1.9945 1.8931
H -1.3654 2.3853 -1.2106
H -0.6901 1.8987 0.3334
H 0.1024 -1.3352 -1.1739
H 0.8978 0.8011 0.7505
H 2.0494 -0.4052 0.1817
H -0.4202 -1.4832 1.6574
```

Summary:
SMILES string: NC(=O)NCC=O
total energy: -10283.316 eV
LUMO level: 0.67 eV
gap between HOMO and LUMO: 10.52 eV
HOMO energy: -0.362 Ha


No. 5
This record from the OMol25 dataset describes C2H7NO5PS as an isolated structure. The level of theory is wB97M-V/def2-TZVPD.

Structure (XYZ):
```
17
C2H7NO5PS | the OMol25 dataset | wB97M-V/def2-TZVPD
C -1.7808 0.8786 1.2396
C 1.4022 -0.4695 -0.6854
N -0.5797 -2.5011 -0.9099
O -2.9829 -1.1329 -1.3404
O -2.4128 1.3654 -1.5714
O -0.6455 -0.3804 -2.1905
O 0.9022 -2.1003 -2.7759
O -1.2364 0.0908 0.2595
P -2.0042 0.0033 -1.2390
S 0.2296 -1.4973 -1.6685
H -2.7942 0.9030 1.4804
H -1.6274 1.9413 1.0534
H -1.2782 0.6823 2.2099
H 1.1212 -0.1550 0.2897
H 2.2598 -1.1170 -0.6628
H 1.7192 0.4259 -1.4303
H -1.6102 -2.2232 -0.6305
```

Summary:
total energy: -34041.746 eV
LUMO level: 3.44 eV
gap between HOMO and LUMO: 8.94 eV
HOMO energy: -0.202 Ha
total charge: -1


No. 6
This record from the OMol25 dataset describes C5H4EuO4 as an isolated structure. The level of theory is wB97M-V/def2-TZVPD.

Structure (XYZ):
```
14
C5H4EuO4 | the OMol25 dataset | wB97M-V/def2-TZVPD
C -1.6667 0.2317 0.2378
C -1.2979 0.9480 -0.6594
H -0.9273 1.5463 -1.4735
H 0.0630 -1.1617 0.5336
O -2.0711 -0.4925 1.3082
C -1.4023 -1.5888 1.6886
O -1.9986 -2.4026 2.3797
O -0.2285 -1.8038 1.2095
Eu -1.7458 -4.8725 3.4482
C -4.9321 -0.0077 3.7973
C -4.5604 1.1476 3.7452
O -5.0496 -1.2986 3.7613
H -4.2184 2.1461 3.9516
H -4.2809 -1.7408 3.3576
```

Summary:
multiplicity: 9
total energy: -32755.410 eV
LUMO level (spin up / spin down): -3.30 / -4.03 eV
gap between HOMO and LUMO (spin up / spin down): 6.50 / 7.70 eV
HOMO energy (spin up / spin down): -0.360 / -0.431 Ha
total charge: +1
⟨S²⟩: 20.01